[1]
# C5H8O5

A structure of composition C5H8O5 (the ωB97M-V functional and the def2-TZVPD basis, the OMol25 dataset).

Atoms and positions in Å:
C 1.26468 -0.78709 1.23989
C 0.64289 0.27364 0.34038
O 0.45933 -0.23800 -0.95790
C -0.73085 0.24517 -1.54054
O -1.30386 1.31090 -0.23912
C -0.76458 0.73368 0.79272
O -1.49585 -0.02926 1.45645
C 1.56518 1.50324 0.32298
O 2.12965 1.88132 -0.66791
H 0.71207 -1.72779 1.13442
H 2.30293 -0.97452 0.93824
H 1.23290 -0.45723 2.28592
H -0.47979 1.14409 -2.12403
H -0.92451 -0.36362 -2.43108
H 1.62919 2.04328 1.29200
O -2.27218 -1.34182 -0.95293
H -2.17658 -1.05761 0.22413
H -1.79062 -2.15837 -1.11361

Properties
LUMO level	-1.34	eV
Kohn-Sham gap	8.6	eV

=====

[2]
# C8H5N5O2S

The molecule C8H5N5O2S (the ωB97M-V functional and the def2-TZVPD basis, the OMol25 dataset).

Atoms and positions in Å:
O 3.30424 0.82923 3.85466
N 2.68729 -0.04730 3.22740
O 2.96911 -1.23642 3.23503
C 1.57136 0.38806 2.48586
C 1.12390 1.67685 2.29110
C 0.04810 1.72670 1.34691
C -0.25750 0.47283 0.87306
C -1.34516 0.28076 -0.05016
N -1.54466 0.61527 -1.36117
N -1.79009 -0.64800 -0.84165
N -0.93476 -1.77541 -1.06142
C -1.17431 -3.07640 -0.58063
C -0.09155 -3.79253 -0.98802
N 0.80081 -2.96935 -1.63935
C 0.26714 -1.78434 -1.73086
S 0.66086 -0.82576 1.57739
H 1.55164 2.57374 2.78021
H -0.43431 2.61035 0.97060
H -2.03934 -3.51199 -0.05735
H 0.05426 -4.83392 -0.72674
H 0.71351 -0.95461 -2.25637

Properties
LUMO level	-2.15	eV
Kohn-Sham gap	6.7	eV
SMILES	O=[N+]([O-])c1ccc(C2=NN2n2ccnc2)s1

=====

[3]
# C24H28Cl4F3N4O3

A cluster of 3 separate species, C24H28Cl4F3N4O3 in total (the ωB97M-V functional and the def2-TZVPD basis, the OMol25 dataset).

Atoms and positions in Å:
C -0.56879 2.61135 1.00787
C 0.95174 2.78683 0.88127
C 1.63662 1.83262 -0.10471
C 1.24892 0.35674 0.04572
C 0.14668 -0.08372 -0.95025
C -1.01746 -0.86101 -0.29765
C -2.34484 -0.23902 -0.53542
N -2.60793 0.56975 -1.52273
N -3.91659 0.86714 -1.40083
C -4.47937 0.27058 -0.37256
C -5.91340 0.40294 0.01160
C -6.20577 1.64910 0.86784
O -7.52528 1.60784 1.34528
C -6.09172 2.93757 0.03792
F -6.45450 2.73751 -1.25083
F -6.83731 3.91360 0.53107
F -4.80300 3.34381 0.02629
N -3.50643 -0.44149 0.21064
C -3.74845 -1.30136 1.39907
O -2.59672 -1.64685 2.07626
N -2.33606 -0.79979 3.29490
O -2.46968 0.31825 3.08492
H -0.87693 1.57705 0.84138
H -1.11810 3.25261 0.31708
H -0.90433 2.87531 2.01221
H 1.41338 2.70141 1.86612
H 1.13760 3.80548 0.53637
H 2.71340 1.91878 0.06125
H 1.47032 2.17702 -1.12870
H 2.13246 -0.23963 -0.18090
H 0.93548 0.14757 1.07161
H -0.22759 0.80059 -1.46447
H 0.58822 -0.71328 -1.71907
H -0.82724 -0.98822 0.76163
H -1.04325 -1.87078 -0.72156
H -4.35908 1.48473 -2.06770
H -6.25958 -0.49751 0.51761
H -6.48418 0.47494 -0.91346
H -5.51172 1.73130 1.71190
H -7.71137 0.73894 1.71429
H -4.41927 -0.74125 2.05679
H -4.25757 -2.21186 1.08554
Cl -0.90407 -4.24896 -1.30206
C 0.76424 -4.71238 -1.15568
C 1.72982 -4.17433 -1.99491
Cl 1.31560 -3.02946 -3.22439
C 3.05442 -4.56226 -1.85616
C 3.40869 -5.48185 -0.88395
C 2.44025 -6.01808 -0.04614
C 1.11729 -5.63363 -0.18205
H 3.80121 -4.14098 -2.51451
H 4.44274 -5.78092 -0.78300
H 2.71330 -6.73678 0.71400
H 0.35451 -6.04507 0.46403
Cl 4.97904 -0.19613 -1.62682
C 5.89544 1.02311 -0.80499
C 5.87798 1.12084 0.58074
Cl 4.95194 0.01280 1.53346
C 6.60515 2.11655 1.21531
C 7.35418 3.00876 0.46712
C 7.37718 2.90740 -0.91710
C 6.64769 1.91686 -1.55236
H 6.58219 2.18450 2.29394
H 7.92058 3.78260 0.96666
H 7.96292 3.60069 -1.50482
H 6.65645 1.83117 -2.62992

Properties
LUMO level	-3.96	eV
Kohn-Sham gap	6.9	eV
charge	+1

=====

[4]
# C4H12

A cluster of 2 separate species, C4H12 in total (the ωB97M-V functional and the def2-TZVPD basis, the OMol25 dataset).

Atoms and positions in Å:
C 1.14665 1.33332 0.89914
C -0.07195 1.28595 1.83452
H 1.36391 0.31672 0.58120
H 1.03529 1.98327 0.03643
H 1.96745 1.66264 1.54190
H -1.00737 1.18361 1.28364
H -0.16396 2.23949 2.36323
H 0.00909 0.55152 2.63564
C 0.06649 -0.96080 -1.70001
C -1.09601 -1.69510 -1.04913
H -0.26556 -0.61636 -2.68331
H 0.45652 -0.11645 -1.14094
H 0.88566 -1.64267 -1.95555
H -0.89636 -2.18592 -0.09897
H -1.55494 -2.36749 -1.77146
H -1.87492 -0.97174 -0.77631

Properties
2S+1	2
LUMO level (spin up / spin down)	4.35 / 4.50	eV
Kohn-Sham gap (spin up / spin down)	2.8 / 12.2	eV
charge	-1

=====

[5]
# C41H38BF10HfN3O4P

A structure of composition C41H38BF10HfN3O4P (the ωB97M-V functional and the def2-TZVPD basis, the OMol25 dataset).

Atoms and positions in Å:
Hf -1.47870 -0.19452 -1.11043
C -4.19573 -1.88140 -1.65099
N -3.36175 -1.39041 -0.53485
C -4.09835 -0.39559 0.28260
C -4.35735 0.83533 -0.58123
N -3.19540 1.05601 -1.47742
C -3.06264 2.31510 -2.07739
C -4.01082 3.30185 -2.27206
F -5.27125 3.12692 -1.88267
C -3.70448 4.50077 -2.89107
F -4.64785 5.41026 -3.03239
C -2.44616 4.76221 -3.37236
F -2.17525 5.90192 -3.97970
C -1.47794 3.80900 -3.20555
F -0.23285 4.01308 -3.62100
C -1.82336 2.64861 -2.57292
F -0.83183 1.71247 -2.36729
C -2.81463 -2.52545 0.25634
C -1.80141 -3.27331 -0.60987
N -1.14631 -2.27127 -1.45222
C -0.22432 -2.66001 -2.43539
C -0.02760 -1.76254 -3.46720
F -0.79516 -0.62081 -3.41862
C 0.81197 -1.93086 -4.52691
F 0.90162 -1.02231 -5.47698
C 1.55752 -3.07847 -4.57126
F 2.44656 -3.26343 -5.53381
C 1.39283 -4.01940 -3.58605
F 2.11017 -5.12769 -3.62895
C 0.49892 -3.82641 -2.54538
F 0.37334 -4.79723 -1.64806
H -5.06277 -2.40728 -1.25022
H -3.61698 -2.55692 -2.27304
H -4.52317 -1.05094 -2.26194
H -3.47426 -0.12826 1.12445
H -5.02910 -0.79860 0.66441
H -4.50722 1.68354 0.07728
H -5.27041 0.70654 -1.15170
H -3.59964 -3.19886 0.59084
H -2.32000 -2.11491 1.12671
H -2.30199 -4.01387 -1.23743
H -1.11882 -3.81999 0.03215
O -0.85887 -0.13881 1.19844
O -1.27184 0.99936 0.40690
C 1.17091 -0.54605 5.34625
C -0.16555 -0.22924 4.71415
C -1.27704 -0.93992 5.46066
O -0.15881 -0.78870 3.35602
B -0.60319 0.20165 2.53845
O -0.81326 1.42024 3.07403
C -0.42386 1.32494 4.48900
C 0.80887 2.17913 4.66414
C -1.56160 1.89379 5.30575
H 1.28770 -1.63053 5.39709
H 1.22633 -0.14564 6.36549
H 2.00101 -0.14248 4.75816
H -1.04813 -2.00842 5.50208
H -2.24075 -0.81634 4.95740
H -1.36683 -0.56939 6.48623
H 1.63544 1.82250 4.04997
H 1.12191 2.20012 5.71295
H 0.57456 3.19909 4.35024
H -2.51399 1.40951 5.07194
H -1.65789 2.95805 5.08248
H -1.36230 1.78453 6.37751
C 2.92857 3.10485 2.25164
C 2.35595 3.54353 1.06541
C 1.83766 2.62578 0.15959
C 1.90223 1.24990 0.40473
C 2.40471 0.82710 1.63979
C 2.92319 1.74920 2.54727
P 1.37807 0.01909 -0.88922
C 2.32135 0.45933 -2.41029
C 2.15699 1.71415 -3.00581
C 2.85385 2.05878 -4.15859
C 3.70714 1.14275 -4.76115
C 3.83862 -0.12813 -4.21539
C 3.15274 -0.46491 -3.05387
C 2.22035 -1.47829 -0.25415
C 1.48965 -2.44689 0.42853
C 2.11866 -3.54895 1.00080
C 3.49414 -3.68278 0.91125
C 4.24367 -2.68658 0.28963
C 3.61315 -1.59076 -0.27835
H 3.36365 3.81801 2.94783
H 2.31909 4.60425 0.83453
H 1.36766 3.00706 -0.73718
H 2.40388 -0.22150 1.91169
H 3.34102 1.39470 3.48345
H 1.47558 2.44319 -2.59611
H 2.71623 3.04835 -4.58922
H 4.25408 1.41181 -5.66107
H 4.46825 -0.87177 -4.70024
H 3.26556 -1.46478 -2.65997
H 0.43198 -2.32275 0.55935
H 1.52969 -4.29892 1.52266
H 3.98956 -4.54549 1.34773
H 5.32666 -2.75637 0.26140
H 4.21615 -0.80319 -0.71242

Properties
LUMO level	-2.01	eV
Kohn-Sham gap	8.7	eV
charge	+1

=====

[6]
# C32H60O10

A cluster of 8 separate species, C32H60O10 in total (the ωB97M-V functional and the def2-TZVPD basis, the OMol25 dataset).

Atoms and positions in Å:
O -18.82443 -10.52798 -15.24665
C -19.03125 -9.44135 -15.76110
C -19.92927 -8.33718 -15.22563
C -19.37106 -7.14469 -15.92195
C -18.84458 -7.72993 -17.21742
O -18.43046 -9.01326 -16.86470
H -20.96587 -8.48904 -15.52646
H -19.86033 -8.17080 -14.15061
H -20.10564 -6.34634 -16.02744
H -18.56684 -6.78432 -15.28050
H -19.67015 -7.71588 -17.92900
H -17.98340 -7.15680 -17.56090
O -13.83428 -12.08684 -20.58061
C -14.14462 -12.40563 -19.44074
C -14.85776 -13.64246 -19.03760
C -15.55340 -13.23682 -17.75813
C -14.68076 -12.08340 -17.20824
O -14.08270 -11.54946 -18.37718
H -15.51396 -14.13641 -19.75422
H -14.05443 -14.33847 -18.79615
H -16.55053 -12.81961 -17.89877
H -15.62837 -14.07755 -17.06845
H -15.33007 -11.33264 -16.75784
H -13.94772 -12.31311 -16.43495
C -19.53959 -18.40500 -19.87397
C -19.60567 -17.07758 -19.06471
C -20.73908 -17.23144 -18.08716
O -20.81879 -18.66158 -17.92237
C -19.84200 -19.31231 -18.73754
H -18.62678 -18.68421 -20.40019
H -20.31765 -18.41224 -20.63729
H -19.68816 -16.18258 -19.68136
H -18.65854 -16.92305 -18.54781
H -21.69797 -16.88610 -18.47359
H -20.46255 -16.77499 -17.13674
H -20.27488 -20.26414 -19.04532
H -18.98169 -19.44843 -18.08222
C -12.58402 -16.04472 -11.80834
C -12.85184 -15.15388 -13.02333
C -11.80853 -15.66138 -14.06735
O -10.89538 -16.56893 -13.33478
C -11.69837 -17.18234 -12.32522
H -13.49920 -16.38565 -11.32425
H -11.99831 -15.46206 -11.09733
H -12.72305 -14.09342 -12.80670
H -13.84104 -15.21861 -13.47654
H -11.19184 -14.92059 -14.57633
H -12.19207 -16.26261 -14.89169
H -11.01543 -17.46220 -11.52311
H -12.22619 -18.07878 -12.65065
C -15.54785 -14.30765 -24.74644
C -14.82818 -15.48886 -24.11581
C -15.80001 -16.62227 -24.12148
O -17.08154 -15.93516 -23.99734
C -16.91627 -14.52182 -24.08389
H -15.74426 -14.48906 -25.80314
H -15.08506 -13.34545 -24.52713
H -14.70274 -15.31865 -23.04652
H -13.88179 -15.69382 -24.61624
H -15.60471 -17.37500 -23.35768
H -15.78091 -17.12713 -25.08732
H -16.94526 -14.07287 -23.09107
H -17.71861 -14.03222 -24.63582
C -10.18697 -18.67775 -21.28229
C -9.35218 -18.07705 -20.13716
C -10.43333 -17.27050 -19.34464
O -11.53061 -18.20987 -19.37324
C -11.57932 -18.78698 -20.65018
H -9.81276 -19.65461 -21.58858
H -10.18151 -17.95000 -22.09373
H -8.52709 -17.42080 -20.41406
H -9.00038 -18.83064 -19.43260
H -10.72763 -16.34050 -19.83106
H -10.03579 -17.02166 -18.36070
H -12.31965 -18.35293 -21.32222
H -11.77710 -19.84667 -20.48881
C -16.48573 -6.71603 -22.69440
C -15.87422 -7.92153 -21.95519
C -14.73637 -7.29394 -21.09217
O -15.11489 -5.93598 -20.98311
C -15.67999 -5.48294 -22.19114
H -17.53047 -6.58342 -22.41324
H -16.43830 -6.86936 -23.77251
H -15.46364 -8.66552 -22.63783
H -16.68926 -8.30608 -21.34206
H -13.77574 -7.46327 -21.57861
H -14.55847 -7.68587 -20.09076
H -14.78849 -5.21238 -22.75693
H -16.36168 -4.63293 -22.16111
C -12.55679 -7.06501 -14.53402
C -14.09026 -7.11144 -14.48152
C -14.29617 -8.26527 -13.49658
O -13.29375 -9.21326 -13.82552
C -12.19110 -8.57741 -14.48602
H -12.21083 -6.41960 -13.72665
H -12.22024 -6.64856 -15.48344
H -14.54998 -7.34617 -15.44154
H -14.49458 -6.23465 -13.97568
H -15.29515 -8.67772 -13.63806
H -14.22872 -7.89140 -12.47493
H -12.14911 -9.04082 -15.47171
H -11.23017 -8.59039 -13.97169

Properties
LUMO level	0.34	eV
Kohn-Sham gap	9.7	eV
SMILES	O=C1CCCO1.O=C1CCCO1.C1CCOC1.C1CCOC1.C1CCOC1.C1CCOC1.C1CCOC1.C1CCOC1

=====

[7]
# C22H19ClN6NiS2

A structure of composition C22H19ClN6NiS2 (the ωB97M-V functional and the def2-TZVPD basis, the OMol25 dataset).

Atoms and positions in Å:
Ni 0.36311 -0.38131 -0.18262
C 2.48953 1.69357 3.03564
C 1.52319 1.13688 2.03843
N 1.86043 0.53703 0.95406
N 3.18222 0.41266 0.67008
C 3.41289 -0.26027 -0.44855
N 4.72843 -0.31312 -0.79558
S 2.28020 -0.96276 -1.53231
C 0.06871 1.22407 2.29972
C -0.42636 1.75050 3.49146
C -1.79219 1.76610 3.70902
C -2.63683 1.25028 2.73957
C -2.06550 0.74699 1.58379
N -0.75693 0.74457 1.36007
H 3.50199 1.57718 2.66426
H 2.40128 1.17041 3.99108
H 2.29443 2.75196 3.22145
H 5.39718 -0.07267 -0.08312
H 4.99336 -0.97582 -1.50121
H 0.25418 2.13081 4.23849
H -2.19101 2.16744 4.63164
H -3.70908 1.22720 2.87115
H -2.68271 0.30839 0.80785
S -1.44789 -4.17232 1.41910
C -0.56763 -3.50434 2.72642
C 0.12013 -2.38495 2.35969
C -0.04984 -2.00251 0.99160
C -0.88947 -2.89593 0.38269
C -1.23072 -2.78323 -1.02830
C -1.83581 -3.79363 -1.78129
C -2.03290 -3.60645 -3.13248
C -1.61381 -2.42021 -3.72603
C -1.03716 -1.46397 -2.91407
N -0.87071 -1.62032 -1.60189
H -0.59336 -3.98262 3.69358
H 0.74828 -1.84828 3.06249
H -2.11965 -4.72016 -1.30012
H -2.49369 -4.38442 -3.72791
H -1.72460 -2.24259 -4.78600
H -0.68287 -0.52501 -3.32494
Cl 1.94725 4.17147 -3.34890
C 0.62795 3.20676 -2.78381
C -0.67011 3.49039 -3.16481
C -1.68394 2.68290 -2.67495
C -1.35510 1.63516 -1.83332
N -0.09930 1.36517 -1.48040
C 0.88105 2.13463 -1.94276
H -0.87565 4.32101 -3.82608
H -2.71574 2.86197 -2.94298
H -2.11471 0.97403 -1.43537
H 1.88947 1.87736 -1.64353

Properties
2S+1	3
LUMO level (spin up / spin down)	0.14 / 0.14	eV
Kohn-Sham gap (spin up / spin down)	7.2 / 7.5	eV

=====

[8]
# C44H40N4P2S2V

A structure of composition C44H40N4P2S2V (the ωB97M-V functional and the def2-TZVPD basis, the OMol25 dataset).

Atoms and positions in Å:
V -1.78347 -0.76915 -0.22065
C -3.73003 -2.55717 1.59457
C -3.52876 -1.30102 2.42400
C -3.97396 -0.00840 1.78762
C -4.79058 0.86251 2.49874
C -5.14941 2.07958 1.94857
C -4.70072 2.39672 0.67757
C -3.90477 1.47992 0.01948
N -3.53515 0.31121 0.55490
N -3.02441 -2.55166 0.28614
C -1.98754 -3.61339 0.19494
C -0.66946 -3.15480 0.75792
C -0.06919 -3.86851 1.74547
C 1.19319 -3.36563 2.24430
C 1.79826 -2.33580 1.64286
C 1.24705 -1.69795 0.38709
N -0.19166 -2.01534 0.19045
C -4.01879 -2.68990 -0.78561
C -3.45337 -2.33240 -2.12468
C -3.89202 -2.94265 -3.28599
C -3.40067 -2.50569 -4.50576
C -2.48339 -1.47092 -4.51408
C -2.07718 -0.92436 -3.30933
N -2.54307 -1.34326 -2.12181
H -4.79729 -2.70560 1.41383
H -3.38800 -3.40983 2.18355
H -2.47249 -1.22148 2.68958
H -4.07623 -1.43096 3.35966
H -5.11989 0.58513 3.49083
H -5.76950 2.77098 2.50446
H -4.95385 3.33361 0.20198
H -3.52456 1.68406 -0.97356
H -1.84361 -3.82823 -0.86813
H -2.32461 -4.53198 0.68665
H -0.52963 -4.75933 2.15031
H 1.65149 -3.82959 3.11062
H 2.75785 -1.98353 1.99527
H 1.81787 -2.13458 -0.45281
H -4.83026 -1.98785 -0.57810
H -4.45154 -3.69798 -0.80746
H -4.61059 -3.74963 -3.22682
H -3.72729 -2.96755 -5.42859
H -2.06124 -1.09331 -5.43473
H -1.35475 -0.12083 -3.26958
S -0.75963 0.43836 2.36091
P 1.09807 0.73472 1.72260
C 1.54209 -0.18828 0.30772
P 1.15832 0.58929 -1.17956
S -0.73849 1.31521 -1.32161
C 2.30988 1.96540 -1.48858
C 1.89229 3.18805 -1.99319
C 2.82883 4.17104 -2.29050
C 4.17958 3.93124 -2.09153
C 4.60037 2.70858 -1.58037
C 3.66790 1.73111 -1.27520
C 1.47820 -0.50684 -2.62400
C 2.09653 0.02404 -3.76016
C 2.27730 -0.74672 -4.90057
C 1.85696 -2.06785 -4.92492
C 1.24138 -2.60450 -3.80467
C 1.04095 -1.83233 -2.66942
C 1.34659 2.53516 1.46928
C 0.23667 3.35934 1.31463
C 0.39385 4.73102 1.16547
C 1.66135 5.29196 1.17520
C 2.77415 4.47758 1.33610
C 2.61763 3.10877 1.48330
C 2.29768 0.40626 3.05969
C 3.64468 0.20884 2.76341
C 4.56988 0.05036 3.78331
C 4.15530 0.08667 5.10859
C 2.81479 0.27928 5.40778
C 1.88702 0.43818 4.38623
H 0.83527 3.36771 -2.14361
H 2.49845 5.12823 -2.67439
H 4.90701 4.69856 -2.32596
H 5.65416 2.52057 -1.41648
H 3.98060 0.77721 -0.86560
H 2.43747 1.04857 -3.76792
H 2.75558 -0.31002 -5.76838
H 2.00982 -2.67389 -5.80933
H 0.90973 -3.63610 -3.80770
H 0.53691 -2.26096 -1.81299
H -0.74971 2.91536 1.32326
H -0.47934 5.36075 1.04625
H 1.78348 6.36246 1.06255
H 3.76814 4.90708 1.34699
H 3.49354 2.49061 1.61694
H 3.95256 0.15510 1.72454
H 5.61425 -0.10927 3.54489
H 4.87636 -0.04299 5.90600
H 2.48709 0.29993 6.43962
H 0.83570 0.57369 4.60776

Properties
2S+1	4
LUMO level (spin up / spin down)	0.26 / 0.23	eV
Kohn-Sham gap (spin up / spin down)	5.7 / 6.1	eV